No. 1
A structure of composition C49H34Cl8N5O4S2Y at a distorted geometry, computed with ωB97M-V/def2-TZVPD.

Element x y z (Å)
Y (0.54411, 1.79000, -0.57384)
C (3.74727, -0.83528, 1.57082)
C (4.09288, -0.18305, 2.75620)
C (3.49746, 1.00876, 3.06509)
C (2.55222, 1.54662, 2.18186)
N (2.19927, 0.94261, 1.05115)
C (2.80669, -0.25902, 0.75096)
C (1.82847, 2.80484, 2.35067)
C (2.07841, 3.55976, 3.46129)
C (1.41817, 4.78490, 3.65482)
C (0.53167, 5.16871, 2.67851)
C (0.31317, 4.36189, 1.56679)
N (0.93788, 3.13487, 1.32837)
C (-0.60556, 4.80780, 0.55963)
C (-1.34371, 6.02004, 0.56895)
C (-2.15871, 6.31629, -0.47805)
C (-2.26681, 5.41271, -1.55788)
C (-1.54493, 4.25621, -1.48472)
N (-0.69762, 3.92849, -0.44402)
H (4.20460, -1.77329, 1.29594)
H (4.82879, -0.61276, 3.42456)
H (3.76785, 1.51341, 3.97956)
H (2.51803, -0.72966, -0.15817)
H (2.78747, 3.22796, 4.20392)
H (1.60294, 5.39714, 4.52559)
H (0.01007, 6.10696, 2.78919)
H (-1.26336, 6.72061, 1.38503)
H (-2.71599, 7.24419, -0.48838)
H (-2.89078, 5.62731, -2.40976)
H (-1.56696, 3.50288, -2.35630)
Cl (5.32473, 3.89829, -6.19020)
C (4.03586, 3.72715, -5.05656)
C (4.08397, 2.70340, -4.10927)
Cl (5.39140, 1.59119, -4.02349)
C (3.03657, 2.61066, -3.23202)
Cl (2.79470, 1.47937, -1.95802)
C (1.91444, 3.46877, -3.21143)
O (1.06068, 3.19564, -2.30575)
C (1.89978, 4.48272, -4.17465)
Cl (0.55738, 5.56500, -4.20406)
C (2.94806, 4.60553, -5.08187)
Cl (2.90824, 5.85965, -6.25674)
O (-0.34530, 0.30053, -1.65489)
Cl (4.10956, -4.02425, 5.91871)
C (2.97649, -4.24960, 4.62758)
C (1.63960, -4.47971, 4.91595)
C (0.74469, -4.65486, 3.87803)
C (1.15583, -4.59982, 2.55162)
C (0.15013, -4.77747, 1.44529)
C (-0.83683, -3.61826, 1.31946)
N (-0.34403, -2.49748, 0.54843)
C (-0.50999, -2.30330, -0.81540)
C (0.16441, -1.09326, -1.08409)
N (0.70591, -0.59840, 0.07703)
C (0.36075, -1.46262, 1.02284)
O (-0.60665, -5.95243, 1.72984)
C (-0.64335, -6.86888, 0.64885)
C (0.70469, -7.44903, 0.33528)
C (1.47157, -8.16215, 1.20303)
Cl (1.08460, -8.57808, 2.82288)
S (2.97029, -8.64803, 0.54097)
C (2.59207, -7.90026, -0.94919)
C (1.36975, -7.31060, -0.91986)
C (2.50243, -4.38079, 2.29249)
Cl (3.10659, -4.33896, 0.66232)
C (3.41601, -4.20256, 3.32015)
H (1.30110, -4.52817, 5.94121)
H (-0.29433, -4.85207, 4.10847)
H (0.67147, -4.89691, 0.49500)
H (-1.14910, -3.22810, 2.28992)
H (-1.73538, -3.98527, 0.82237)
H (-1.05651, -2.98382, -1.44246)
H (0.28214, -0.54124, -2.10778)
H (0.61838, -1.37138, 2.06900)
H (-1.06653, -6.38298, -0.23890)
H (-1.33590, -7.66037, 0.93756)
H (3.29317, -7.92998, -1.76669)
H (0.95746, -6.77844, -1.76619)
H (4.46062, -4.03264, 3.10122)
O (-1.32855, 1.41564, -2.91001)
S (-2.03614, 2.22275, -1.85024)
C (-3.69413, 2.51002, -2.59925)
C (-4.04377, 1.59423, -3.57916)
C (-5.26334, 1.68566, -4.22444)
C (-6.14967, 2.70119, -3.89529)
C (-5.80521, 3.61771, -2.91721)
C (-4.57984, 3.52426, -2.27067)
C (-2.80486, 1.02664, -0.62338)
C (-3.40589, 1.55167, 0.51534)
C (-3.98570, 0.72502, 1.46467)
C (-3.97493, -0.64800, 1.28215)
C (-3.37755, -1.18150, 0.14969)
C (-2.78957, -0.35033, -0.79307)
H (-3.35177, 0.80552, -3.84498)
H (-5.52074, 0.96388, -4.98794)
H (-7.10439, 2.77489, -4.39939)
H (-6.49220, 4.41078, -2.65275)
H (-4.34360, 4.24418, -1.50578)
H (-3.42858, 2.62810, 0.67215)
H (-4.45015, 1.15324, 2.34353)
H (-4.43070, -1.29951, 2.01727)
H (-3.36544, -2.25471, -0.00006)
H (-2.32788, -0.77892, -1.66497)


No. 2
A cluster of 3 separate species, C49H36ClF16IN5O18P2S in total at a distorted geometry, computed with ωB97M-V/def2-TZVPD.

Element x y z (Å)
C (-3.54893, -5.66369, -2.44501)
C (-4.37521, -4.25411, -2.52969)
O (-5.06687, -3.99179, -3.67428)
O (-4.48760, -3.22947, -1.46817)
C (-3.11584, -3.14452, -0.90661)
O (-2.89201, -3.60296, 0.32181)
C (-1.95742, -2.56111, -1.95205)
C (-0.65943, -1.89420, -1.23383)
C (0.61446, -2.36954, -2.12916)
I (1.20568, -4.50862, -1.77790)
N (1.81710, -1.52080, -2.15842)
C (2.63439, -1.85557, -3.29598)
O (2.22655, -1.54177, -4.56340)
C (4.01051, -2.80130, -3.41760)
F (3.52600, -3.98487, -4.23337)
F (4.44892, -3.39462, -2.14113)
C (5.21976, -2.16226, -4.29872)
F (5.07214, -0.76112, -4.73508)
F (5.35849, -2.94725, -5.58682)
C (6.73046, -2.33970, -3.59960)
F (6.84854, -1.70472, -2.27130)
F (7.65858, -1.60347, -4.53676)
C (7.25661, -3.89204, -3.57602)
O (7.84349, -4.39112, -4.69809)
O (7.19168, -4.80655, -2.40179)
C (1.93934, -0.38102, -1.24472)
C (3.19508, 0.67321, -1.52065)
N (4.50463, 0.16570, -1.96104)
S (2.47003, -1.12002, 0.38227)
O (3.92800, -1.72689, 0.22944)
O (1.73312, -2.42683, 0.84623)
C (2.57305, -0.08592, 1.90440)
F (1.87487, -0.79446, 3.04911)
F (1.95152, 1.24256, 1.89767)
C (4.11311, 0.17378, 2.50400)
F (3.92308, 1.33993, 3.45294)
F (5.05116, 0.71563, 1.47156)
C (4.70486, -1.02459, 3.42604)
F (4.31150, -2.40154, 3.08470)
F (4.33523, -0.83490, 4.87914)
C (6.37833, -1.01222, 3.38266)
F (6.90104, 0.36040, 3.72511)
F (6.89832, -1.49364, 2.04755)
F (6.89181, -2.03446, 4.36934)
C (0.46991, 0.42422, -1.31285)
C (0.45833, 1.97193, -0.78677)
O (-0.69608, 2.70941, -0.74001)
N (1.53469, 2.95894, -0.42893)
C (1.53409, 4.20607, -1.27811)
O (0.87580, 5.35252, -0.95079)
F (2.32857, 4.25247, -2.55565)
P (0.47405, 0.81050, -3.24698)
O (0.03997, 2.50931, -3.54805)
Cl (-1.00540, -0.19559, -4.35545)
N (-0.73450, -0.40047, -0.85629)
N (-1.94727, 0.00967, -1.34404)
C (-1.00137, -0.42188, 0.63514)
P (-1.85781, 0.96160, 1.57582)
O (-3.05476, 1.71317, 0.88945)
O (-0.81166, 2.22090, 2.23473)
O (-2.56435, 0.22455, 3.03663)
H (-3.76596, -6.31970, -1.49928)
H (-2.38719, -5.57798, -2.54525)
H (-3.90239, -6.31807, -3.37917)
H (-1.56615, -3.56476, -2.47571)
H (-2.48006, -1.99816, -2.81891)
H (-0.53806, -2.59513, -0.26917)
H (0.19537, -2.46746, -3.24474)
H (6.81008, -4.29308, -1.60974)
H (2.92961, 1.59626, -2.18562)
H (3.40971, 1.15439, -0.44343)
H (5.24652, 0.18137, -1.19779)
H (4.87513, 0.85962, -2.67873)
H (1.28720, 3.30737, 0.54468)
H (-0.51493, 2.54582, -4.39215)
H (-1.99139, 0.84998, -1.91041)
H (-2.77788, -0.23928, -0.80276)
H (-0.11471, -0.72017, 1.32270)
H (-1.80242, -1.30043, 0.80156)
H (-1.32372, 3.06345, 2.40899)
H (-1.80652, 0.29562, 3.69164)
C (-4.35334, -5.22706, 9.15567)
C (-4.78476, -5.09134, 7.83641)
C (-3.90376, -4.62839, 6.85774)
C (-2.58979, -4.28828, 7.20167)
C (-2.16580, -4.40068, 8.52519)
C (-3.04628, -4.88228, 9.50270)
C (-0.79723, -3.99789, 8.90844)
O (-0.42287, -4.09966, 10.07021)
C (0.11004, -3.46285, 7.87371)
C (1.39064, -3.02312, 8.23364)
C (2.25986, -2.52812, 7.25908)
C (1.85750, -2.47965, 5.92468)
C (0.58036, -2.91181, 5.56414)
C (-0.29845, -3.39528, 6.54255)
C (-1.65968, -3.81648, 6.15656)
O (-2.01573, -3.76987, 4.98471)
H (-5.03717, -5.59657, 9.91669)
H (-5.80724, -5.34804, 7.56839)
H (-4.24603, -4.52993, 5.82888)
H (-2.71821, -4.98561, 10.53552)
H (1.71373, -3.06054, 9.27278)
H (3.25188, -2.18233, 7.54155)
H (2.53697, -2.10087, 5.16425)
H (0.27145, -2.86642, 4.52111)
C (-5.92509, 9.23301, -6.89597)
C (-5.55238, 8.17795, -7.72840)
C (-4.81270, 7.11129, -7.21518)
C (-4.43375, 7.10528, -5.86728)
C (-4.78536, 8.17195, -5.04101)
C (-5.54289, 9.23307, -5.55373)
C (-4.34876, 8.20001, -3.63010)
O (-4.66021, 9.13493, -2.90267)
C (-3.52460, 7.09018, -3.11133)
C (-3.05522, 7.13216, -1.79195)
C (-2.28632, 6.08031, -1.28923)
C (-1.99260, 4.98222, -2.09719)
C (-2.45416, 4.94036, -3.41365)
C (-3.21355, 6.00138, -3.92444)
C (-3.66680, 5.96428, -5.32891)
O (-3.40518, 5.00171, -6.04109)
H (-6.50941, 10.05988, -7.29368)
H (-5.83944, 8.18410, -8.77756)
H (-4.52976, 6.28855, -7.86973)
H (-5.83272, 10.06269, -4.91127)
H (-3.28274, 7.98437, -1.15352)
H (-1.91848, 6.11739, -0.26611)
H (-1.39978, 4.15937, -1.70361)
H (-2.21676, 4.08206, -4.04002)

Summary:
Charge: +1


No. 3
A structure of composition C49H38CsN8, computed with ωB97M-V/def2-TZVPD.

Element x y z (Å)
Cs (-0.16450, -0.92596, -0.32757)
C (-1.28478, -0.73495, 7.51463)
C (-0.86211, 0.53509, 7.14712)
C (-0.49409, 0.79555, 5.83459)
C (-0.54284, -0.20529, 4.86633)
C (-0.96659, -1.47635, 5.24853)
C (-1.33514, -1.74114, 6.56054)
C (-0.14645, 0.07203, 3.44972)
C (1.08975, -0.45622, 3.04166)
C (2.01281, -1.19345, 3.89757)
C (3.09201, -1.48897, 3.13684)
C (2.83156, -0.92527, 1.81374)
N (1.62657, -0.32844, 1.80677)
C (3.71339, -0.98960, 0.70704)
C (3.50898, -0.43978, -0.56781)
C (4.52315, -0.37935, -1.62279)
C (3.97024, 0.29722, -2.65121)
C (2.61711, 0.66869, -2.22860)
C (1.71667, 1.44513, -2.98854)
C (2.17398, 1.86597, -4.34766)
C (3.22986, 2.76359, -4.50410)
C (3.65242, 3.15741, -5.76554)
C (3.02196, 2.66334, -6.89933)
C (1.96596, 1.77424, -6.75872)
C (1.54860, 1.38086, -5.49493)
C (0.45991, 1.94131, -2.57973)
N (-0.15111, 1.68057, -1.40958)
C (-1.28972, 2.40802, -1.35859)
C (-2.15913, 2.50125, -0.25700)
C (-3.44450, 3.21957, -0.49222)
C (-3.81756, 4.35111, 0.23697)
C (-5.03634, 4.97404, 0.01316)
C (-5.90574, 4.48743, -0.95539)
C (-5.54027, 3.37891, -1.70416)
C (-4.32259, 2.75242, -1.47350)
C (-1.94542, 1.97582, 1.04786)
C (-2.82450, 2.15131, 2.19767)
C (-2.26568, 1.45447, 3.22312)
C (-1.04602, 0.86435, 2.70115)
N (-0.90407, 1.19964, 1.39741)
C (-1.42795, 3.17899, -2.59560)
C (-0.34271, 2.89799, -3.34744)
N (2.38650, 0.18641, -0.99250)
C (5.03044, -1.65276, 0.94607)
C (5.95668, -1.12557, 1.84484)
C (7.17839, -1.74517, 2.05967)
C (7.50162, -2.90968, 1.37565)
C (6.59170, -3.44533, 0.47619)
C (5.36911, -2.82226, 0.26553)
H (-1.57046, -0.93995, 8.53902)
H (-0.81395, 1.32574, 7.88605)
H (-0.16046, 1.78462, 5.54509)
H (-1.00369, -2.26082, 4.50219)
H (-1.66353, -2.73565, 6.83728)
H (1.86282, -1.43870, 4.93809)
H (3.97282, -2.03066, 3.44432)
H (5.52564, -0.77459, -1.56753)
H (4.43427, 0.53825, -3.59489)
H (3.71632, 3.15367, -3.61835)
H (4.47361, 3.85723, -5.86328)
H (3.35018, 2.97082, -7.88456)
H (1.46637, 1.38225, -7.63639)
H (0.72446, 0.68635, -5.38441)
H (-3.13403, 4.74374, 0.97935)
H (-5.30350, 5.85157, 0.58961)
H (-6.85638, 4.97578, -1.13122)
H (-6.20561, 2.99210, -2.46676)
H (-4.04002, 1.88240, -2.05479)
H (-3.72719, 2.74015, 2.24593)
H (-2.64032, 1.37173, 4.23183)
H (-2.21858, 3.87585, -2.82756)
H (-0.08739, 3.31966, -4.30723)
H (5.70578, -0.21429, 2.37432)
H (7.88344, -1.31457, 2.76032)
H (8.45548, -3.39496, 1.54184)
H (6.83155, -4.35444, -0.06210)
H (4.65818, -3.24189, -0.43579)
C (-5.51456, -0.71661, 2.89773)
C (-6.52940, -0.00714, 2.00852)
C (-7.62450, -0.96014, 1.53917)
C (-5.85881, 0.70231, 0.83255)
N (-5.11983, -0.19948, -0.03668)
C (-3.83976, -0.58696, 0.01814)
N (-3.61533, -1.43145, -0.96068)
N (-4.78726, -1.54395, -1.62329)
N (-5.69186, -0.81634, -1.07942)
H (-6.00030, -1.10201, 3.79589)
H (-4.70577, -0.05079, 3.20279)
H (-5.06883, -1.56890, 2.37835)
H (-6.98970, 0.79831, 2.59159)
H (-7.20324, -1.76869, 0.93974)
H (-8.36443, -0.44556, 0.92351)
H (-8.13916, -1.40474, 2.39293)
H (-5.14547, 1.44614, 1.18374)
H (-6.59221, 1.20567, 0.20337)
H (-3.13246, -0.22694, 0.75039)

Summary:
Charge: -1


No. 4
A structure of composition C49H40FLaN5O4S3 at a distorted geometry, computed with ωB97M-V/def2-TZVPD.

Element x y z (Å)
La (-0.06537, -0.22813, 0.61418)
F (7.20747, -1.50087, 1.44165)
C (6.60317, -0.34504, 1.11252)
C (5.24682, -0.31579, 1.12100)
C (4.56083, 0.84504, 0.72042)
C (3.12910, 0.86774, 0.63815)
O (2.38191, -0.07681, 1.04389)
C (2.55707, 2.02302, 0.04700)
C (3.32379, 3.11840, -0.22338)
N (4.65916, 3.12869, -0.04533)
C (5.38929, 4.35099, -0.33046)
C (6.13466, 5.01055, 0.79371)
C (4.87333, 5.62697, 0.26479)
C (5.31142, 1.97183, 0.34939)
C (6.71759, 1.92833, 0.35783)
C (7.39850, 0.77668, 0.71746)
N (8.79646, 0.75431, 0.67042)
C (9.64102, -0.27990, 1.26105)
C (11.09480, 0.19160, 1.25842)
N (11.12199, 1.67397, 1.49681)
C (10.52783, 2.42716, 0.31888)
C (9.48743, 1.52563, -0.34022)
C (1.08202, 1.90728, -0.18166)
O (0.29463, 2.18297, 0.75402)
O (0.71447, 1.14311, -1.12814)
H (4.69723, -1.20293, 1.40192)
H (2.90655, 4.03946, -0.60426)
H (5.80334, 4.37769, -1.33114)
H (7.07584, 5.48227, 0.55419)
H (6.07415, 4.54062, 1.76327)
H (4.94324, 6.51284, -0.34613)
H (4.00332, 5.56678, 0.89989)
H (7.25644, 2.82047, 0.08767)
H (9.61042, -1.23415, 0.72406)
H (9.32966, -0.46349, 2.28641)
H (11.60695, 0.03997, 0.30916)
H (11.67430, -0.28380, 2.04916)
H (12.07423, 1.99517, 1.67588)
H (10.57731, 1.88818, 2.33381)
H (11.35521, 2.67604, -0.34410)
H (10.10806, 3.34281, 0.73304)
H (9.96530, 0.85714, -1.06551)
H (8.79322, 2.13643, -0.91333)
S (-7.44175, 0.34476, -0.65667)
C (-7.73254, 0.42344, -2.33596)
C (-6.57622, 0.49992, -3.05854)
C (-5.42574, 0.49176, -2.23154)
C (-5.74748, 0.41683, -0.89692)
C (-4.82047, 0.36848, 0.23632)
C (-3.42455, 0.27878, 0.01444)
N (-2.54777, 0.15466, 0.99048)
C (-2.94783, 0.16508, 2.29067)
C (-4.30685, 0.31645, 2.61445)
C (-4.72517, 0.40356, 3.98791)
C (-3.81743, 0.36560, 4.98325)
C (-2.41699, 0.20567, 4.69354)
C (-1.45665, 0.18145, 5.71623)
C (-0.11234, 0.02013, 5.43779)
C (0.24018, -0.13444, 4.07976)
N (-0.64517, -0.12078, 3.09830)
C (-1.96637, 0.06696, 3.36756)
C (0.90797, -0.00546, 6.48900)
C (0.69373, -0.05451, 7.84284)
C (1.90327, -0.06699, 8.57977)
C (3.00056, -0.02655, 7.77323)
S (2.58182, 0.02486, 6.11845)
C (-5.23072, 0.39403, 1.55632)
H (-8.74250, 0.41781, -2.70318)
H (-6.54754, 0.56940, -4.13205)
H (-4.42599, 0.55832, -2.62514)
H (-3.03406, 0.29992, -0.99831)
H (-5.77861, 0.51813, 4.19909)
H (-4.12049, 0.45155, 6.01571)
H (-1.79293, 0.30599, 6.73593)
H (1.27474, -0.28253, 3.78480)
H (-0.27706, -0.09339, 8.30354)
H (1.95035, -0.10551, 9.65421)
H (4.03206, -0.02559, 8.07134)
H (-6.27818, 0.49036, 1.81233)
O (0.30098, -2.35938, -0.32441)
S (-0.25959, -3.28968, -1.42764)
C (0.01191, -4.95562, -0.91701)
C (-0.05476, -5.89412, -1.93992)
C (0.08500, -7.23680, -1.61490)
C (0.31014, -7.60791, -0.29869)
C (0.40286, -6.64922, 0.70194)
C (0.25326, -5.30626, 0.40086)
C (-2.02344, -3.15325, -1.25256)
C (-2.62699, -3.08311, 0.00295)
C (-4.00267, -2.94367, 0.07486)
C (-4.75794, -2.88319, -1.09153)
C (-4.15087, -2.96002, -2.33077)
C (-2.76906, -3.09341, -2.42225)
H (-0.21500, -5.59098, -2.96469)
H (0.03085, -7.98297, -2.39394)
H (0.42615, -8.65307, -0.05300)
H (0.59484, -6.95916, 1.71891)
H (0.34364, -4.55430, 1.17215)
H (-2.02816, -3.15968, 0.90779)
H (-4.48836, -2.89626, 1.03831)
H (-5.83212, -2.77861, -1.02730)
H (-4.74665, -2.90775, -3.22898)
H (-2.28381, -3.13358, -3.38585)

Summary:
Charge: +3


Number 1: E -189889.83527 eV. Number 2: E -189186.12955 eV. Number 3: E -63899.89300 eV. Number 4: E -103168.18535 eV.